# 1
Below is a 2-piece molecular cluster, C3H3N2O2 overall, with properties calculated with ωB97M-V/def2-TZVPD.

The geometry in XYZ format:
```
10
C3H3N2O2 (ωB97M-V/def2-TZVPD)
C -1.496 -0.324 -0.045
C -0.654 0.704 -0.199
C 2.403 -0.191 0.010
N -2.103 -0.702 1.101
N 0.633 1.013 -0.187
O 3.127 0.605 0.511
O 2.122 -1.228 -0.504
H -2.041 -0.626 -0.924
H -2.935 -1.253 0.698
H 0.943 2.002 -0.460
```

LUMO level ... 3.91 eV
Net charge ... -1
HOMO-LUMO gap ... 6.3 eV
Energy above the lowest of the compared OMol25 structures with the same formula, charge and spin ... 239.1 kJ/mol
HOMO level ... -2.368 eV

These are the Löwdin partial charges, in e, on atoms 1 to 2: -0.44 -0.19

---

# 2
Below is an isolated ion of composition C3H3N2O2S and charge -1, with properties calculated with ωB97M-V/def2-TZVPD.

The geometry in XYZ format:
```
11
C3H3N2O2S (ωB97M-V/def2-TZVPD)
C 1.916 0.274 -0.132
C 0.682 0.890 -0.082
C 1.749 -1.155 -0.108
N -0.279 -0.035 0.056
N 0.406 -1.230 0.037
O -2.634 1.411 0.421
O -2.737 -1.045 0.211
S -2.228 0.224 -0.325
H 2.861 0.797 -0.144
H 0.403 1.926 -0.163
H -0.139 -2.057 0.229
```

LUMO level ... 3.83 eV
Net charge ... -1
HOMO-LUMO gap ... 8.0 eV
Energy above the lowest of the compared OMol25 structures with the same formula, charge and spin ... 215.1 kJ/mol
HOMO level ... -4.187 eV

These are the Löwdin partial charges, in e, on atoms 1 to 2: -0.21 -0.21

---

# 3
Below is a 2-piece molecular cluster, C3H3N2O3 overall, with properties calculated with ωB97M-V/def2-TZVPD.

The geometry in XYZ format:
```
11
C3H3N2O3 (ωB97M-V/def2-TZVPD)
C 0.932 -1.304 -0.121
C 0.528 -0.088 0.075
C 0.635 1.142 0.663
N -2.074 1.289 -1.862
N -2.044 0.884 -0.824
O -0.148 1.264 1.851
O 1.200 2.152 0.252
O 0.272 -2.222 -0.961
H 1.799 -1.807 0.316
H -0.627 0.435 1.952
H -0.475 -1.745 -1.341
```

LUMO level ... 4.12 eV
Net charge ... -1
HOMO-LUMO gap ... 7.0 eV
Energy above the lowest of the compared OMol25 structures with the same formula, charge and spin ... 156.0 kJ/mol
HOMO level ... -2.891 eV

These are the Löwdin partial charges, in e, on atoms 1 to 2: -0.30 -0.09

---

# 4
Below is C3H3N2O4P as an isolated structure, with properties calculated with ωB97M-V/def2-TZVPD.

The geometry in XYZ format:
```
13
C3H3N2O4P (ωB97M-V/def2-TZVPD)
C 0.768 0.123 1.174
C 1.924 -0.002 0.429
C 0.325 -0.423 -0.749
N -0.237 -0.288 0.400
N 1.627 -0.351 -0.843
O -1.621 0.787 2.262
O -1.944 1.699 -0.100
O -2.904 -0.582 0.520
O 0.201 -1.145 -3.937
P -1.876 0.511 0.777
H 0.486 0.303 2.262
H 2.957 0.239 0.778
H 0.293 -0.872 -2.973
```

LUMO level (alpha / beta) ... 5.98 / 3.97 eV
Net charge ... -2
HOMO-LUMO gap (alpha / beta) ... 6.0 / 4.0 eV
Energy above the lowest of the compared OMol25 structures with the same formula, charge and spin ... 530.8 kJ/mol
HOMO level (alpha / beta) ... 0.018 / 0.012 eV

These are the Löwdin partial charges, in e, on atoms 1 to 2: -0.20 -0.26

---

# 5
Below is C3H3N2OS as an isolated structure, with properties calculated with ωB97M-V/def2-TZVPD.

The geometry in XYZ format:
```
10
C3H3N2OS (ωB97M-V/def2-TZVPD)
C -1.290 0.255 0.034
C -0.147 0.718 0.577
C -1.128 -1.115 -0.382
N 0.036 -1.638 -0.201
N 2.358 0.573 -0.674
O 3.182 1.045 -0.080
S 1.051 -0.590 0.577
H -2.213 0.801 -0.069
H 0.067 1.673 1.017
H -1.916 -1.723 -0.800
```

LUMO level (alpha / beta) ... -7.00 / -7.00 eV
Net charge ... +1
HOMO-LUMO gap (alpha / beta) ... 8.2 / 8.2 eV
Energy above the lowest of the compared OMol25 structures with the same formula, charge and spin ... 362.2 kJ/mol
HOMO level (alpha / beta) ... -15.221 / -15.221 eV

These are the Löwdin partial charges, in e, on atoms 1 to 2: -0.08 -0.26

---

# 6
Below is an isolated ion of composition C3H3N2OS and charge +1, with properties calculated with ωB97M-V/def2-TZVPD.

The geometry in XYZ format:
```
10
C3H3N2OS (ωB97M-V/def2-TZVPD)
N 0.129 0.483 -2.272
C -0.558 0.451 -1.304
N -0.999 0.584 -0.084
C -0.315 0.052 1.148
O -1.013 -0.201 2.067
C 1.102 -0.442 1.142
S 1.257 -1.948 1.540
H 0.334 0.069 -3.154
H -1.958 0.801 -0.006
H 2.022 0.152 0.922
```

LUMO level ... -5.60 eV
SMILES ... [NH+]#CNC(=O)C=S
Net charge ... +1
HOMO-LUMO gap ... 7.8 eV
Energy above the lowest of the compared OMol25 structures with the same formula, charge and spin ... 242.1 kJ/mol
HOMO level ... -13.400 eV

These are the Löwdin partial charges, in e, on atoms 1 to 2: 0.37 -0.03

---

# 7
Below is C3H3N2OS2 as an isolated structure, with properties calculated with ωB97M-V/def2-TZVPD.

The geometry in XYZ format:
```
11
C3H3N2OS2 (ωB97M-V/def2-TZVPD)
C 0.502 1.126 -0.010
C 1.951 -0.650 0.095
C -0.636 -0.498 -0.453
N 1.693 0.671 0.056
N -1.894 -0.251 0.194
O 2.989 -1.185 0.376
S -0.497 2.406 0.086
S 0.512 -1.754 -0.073
H -0.836 -0.313 -1.441
H -1.745 -0.232 1.178
H -2.039 0.681 -0.007
```

LUMO level ... 3.50 eV
Net charge ... -1
HOMO-LUMO gap ... 7.1 eV
Energy above the lowest of the compared OMol25 structures with the same formula, charge and spin ... 64.6 kJ/mol
HOMO level ... -3.607 eV

These are the Löwdin partial charges, in e, on atoms 1 to 2: -0.81 -0.83

---

# 8
Below is an isolated ion of composition C3H3N2S2 and charge +1, with properties calculated with ωB97M-V/def2-TZVPD.

The geometry in XYZ format:
```
10
C3H3N2S2 (ωB97M-V/def2-TZVPD)
C 0.885 -1.463 -1.460
C 0.765 -0.043 0.975
C -0.546 0.275 0.861
N 1.998 -1.317 -0.961
N -0.987 1.406 0.271
S 2.150 -0.706 0.573
S -0.558 -1.489 -1.995
H -1.263 -0.373 1.277
H -2.074 1.487 0.339
H -0.369 2.222 0.119
```

LUMO level ... -5.81 eV
Net charge ... +1
HOMO-LUMO gap ... 8.4 eV
Energy above the lowest of the compared OMol25 structures with the same formula, charge and spin ... 105.0 kJ/mol
HOMO level ... -14.241 eV

These are the Löwdin partial charges, in e, on atoms 1 to 2: -0.82 -0.33

---

# 9
Below is C3H3N3 in the gas phase, with properties calculated with ωB97M-V/def2-TZVPD.

The geometry in XYZ format:
```
9
C3H3N3 (ωB97M-V/def2-TZVPD)
C -0.872 1.385 1.162
N -0.413 0.807 0.046
N -0.272 -0.640 0.333
C 0.374 -1.342 -0.423
C 0.940 -0.766 -1.731
N 1.594 -0.078 -2.462
H -1.099 2.359 0.826
H -1.019 0.767 2.271
H 0.765 -2.494 -0.023
```

LUMO level ... -0.29 eV
SMILES ... C=N/N=C\C#N
HOMO-LUMO gap ... 9.9 eV
Energy above the lowest of the compared OMol25 structures with the same formula, charge and spin ... 405.2 kJ/mol
HOMO level ... -10.221 eV

These are the Löwdin partial charges, in e, on atoms 1 to 2: -0.02 -0.03

---

# 10
Below is C3H3N3 in the gas phase, with properties calculated with ωB97M-V/def2-TZVPD.

The geometry in XYZ format:
```
9
C3H3N3 (ωB97M-V/def2-TZVPD)
N 2.260 -0.756 -0.436
C 1.326 -0.218 -0.022
C -0.007 0.200 0.410
N -0.847 -0.880 -0.157
C -0.408 1.556 -0.063
N -0.777 2.594 -0.417
H -0.038 0.273 1.518
H -0.716 -1.768 0.322
H -0.674 -1.043 -1.153
```

LUMO level ... 0.42 eV
SMILES ... N#CC(N)C#N
HOMO-LUMO gap ... 11.2 eV
Energy above the lowest of the compared OMol25 structures with the same formula, charge and spin ... 114.0 kJ/mol
HOMO level ... -10.805 eV

These are the Löwdin partial charges, in e, on atoms 1 to 2: 0.16 -0.21